50
Properties=species:S:1:pos:R:3:nbo_charge:R:1 method="wB97M-V/def2-TZVPD" e_homo_ev="-12.2 / -12.1" de_lowest_ev=0.698 total_charge=+1 gap_ev="5.7 / 5.2"
Mo -1.457 -1.757 0.233 0.618
As -4.005 -3.207 1.902 0.875
As 0.061 0.362 1.242 1.025
S -5.981 -2.783 1.645 -0.311
S -3.117 -4.761 2.877 -0.302
S -2.956 -3.175 -0.519 0.149
S -2.678 -1.316 2.138 0.067
N -0.146 -2.872 1.273 -0.418
N 1.719 -3.670 2.109 -0.313
N -0.201 -2.822 2.651 -0.078
N 0.882 -3.301 3.100 0.006
N -0.083 -2.170 -1.135 -0.445
N 0.203 -2.503 -3.222 0.010
N 1.128 -3.254 -2.602 -0.317
N -0.519 -1.858 -2.385 -0.126
N 1.553 -3.628 -0.264 -0.553
C 0.929 -3.058 -1.321 0.505
C -2.261 1.406 -2.746 -0.089
C 1.400 2.944 1.448 -0.256
C 2.808 -0.216 0.260 -0.223
C -3.060 1.204 -1.623 -0.201
C -0.942 2.976 2.047 -0.263
C 3.362 -0.053 -2.078 -0.181
C -0.291 0.752 -1.537 0.156
C -2.482 0.805 -0.431 -0.187
C 1.085 -3.407 0.998 0.489
C 2.068 0.352 -2.374 -0.189
C -1.099 0.498 -0.387 -0.482
C 1.520 0.196 -0.033 -0.326
C -0.845 4.327 2.341 -0.178
C 3.734 -0.337 -0.772 -0.174
C 0.369 4.984 2.197 -0.184
C 0.180 2.297 1.589 -0.184
C 1.487 4.295 1.751 -0.186
C 1.135 0.476 -1.352 -0.026
C -0.885 1.227 -2.692 -0.217
H -1.715 4.868 2.689 0.230
H -2.719 1.749 -3.664 0.242
H -1.887 2.461 2.179 0.212
H -3.072 0.849 0.474 0.243
H 4.082 -0.165 -2.877 0.239
H 2.433 4.807 1.636 0.232
H 0.446 6.035 2.440 0.233
H 4.741 -0.666 -0.554 0.237
H -0.285 1.457 -3.563 0.240
H 1.783 0.540 -3.401 0.232
H 3.091 -0.445 1.282 0.237
H 2.334 -4.252 -0.401 0.461
H -4.122 1.400 -1.667 0.244
H 2.272 2.405 1.101 0.229

5
Properties=species:S:1:pos:R:3:nbo_charge:R:1 method="wB97M-V/def2-TZVPD" e_homo_ev=-10.1 de_lowest_ev=0.143 total_charge=0 smiles=OP(Cl)Br gap_ev=10.2
Br 1.257 0.719 1.491 -0.239
Cl 0.827 -1.694 -0.927 -0.366
P -0.265 -0.618 0.612 1.100
O -1.051 0.308 -0.479 -1.025
H -0.768 1.286 -0.696 0.529

62
Properties=species:S:1:pos:R:3:nbo_charge:R:1 method="wB97M-V/def2-TZVPD" e_homo_ev=-8.5 de_lowest_ev=4.877 total_charge=0 gap_ev=8.5
O -1.010 2.788 -0.982 -0.953
O -3.535 2.647 -0.360 -1.009
O 2.613 2.600 2.708 -0.940
O -0.178 3.895 1.035 -0.976
O -2.884 0.632 -1.890 -0.990
O -2.661 -2.208 0.086 -1.015
O -0.519 0.137 -4.126 -0.935
O -3.214 -2.327 -2.703 -0.953
O 1.951 -4.091 -0.953 -0.972
O -0.524 -3.352 -1.395 -0.986
O -3.983 0.063 0.748 -1.011
O 3.980 0.329 2.005 -0.968
O -0.430 1.875 3.428 -0.963
N 0.458 -1.905 2.841 -0.865
C 0.335 -0.458 0.872 -0.431
C -0.477 -1.394 1.775 -0.228
C 2.449 0.986 -0.263 -0.224
C 3.591 -1.045 -0.912 -0.670
C 2.332 -0.325 -0.477 0.073
C 1.055 -1.206 -0.239 -0.478
C 3.445 1.911 -0.894 -0.657
H 1.583 1.588 0.129 0.168
H 4.518 -0.606 -0.525 0.206
H -3.791 0.811 -2.130 0.494
H 0.711 -1.243 -1.265 0.224
H 3.946 1.667 -1.816 0.222
H -2.550 -2.994 -2.527 0.478
H 2.014 -4.239 -1.901 0.470
H 0.222 1.200 3.183 0.478
H 4.578 0.657 1.328 0.455
H -0.725 -2.708 -0.706 0.520
H -2.864 -1.807 -3.422 0.490
H 2.487 3.011 1.844 0.491
H -0.016 -0.332 -3.394 0.463
H -4.749 0.088 1.335 0.485
H -0.579 3.583 1.854 0.494
H -1.005 1.378 4.022 0.488
H 1.000 -4.036 -0.739 0.487
H -0.268 0.440 0.601 0.198
H -3.314 -1.644 0.582 0.507
H -1.250 -0.804 2.327 0.177
H 1.769 2.355 3.068 0.481
H 4.315 1.934 -0.206 0.197
H -1.055 -4.151 -1.411 0.489
H -1.168 0.543 -3.549 0.472
H 3.409 1.065 2.291 0.490
H -2.766 0.037 -1.118 0.497
H -0.528 2.286 -0.238 0.508
H 0.123 -2.744 3.268 0.360
H -2.965 -2.001 -0.827 0.487
H 3.801 -1.001 -1.971 0.214
H -0.875 2.204 -1.773 0.490
H 2.906 2.875 -0.977 0.223
H -3.478 2.961 0.557 0.463
H -2.591 2.730 -0.721 0.512
H 1.345 -1.981 2.395 0.361
H 3.451 -2.080 -0.487 0.246
H -0.934 -2.259 1.288 0.201
H -4.022 0.831 0.121 0.520
H -0.736 4.514 0.564 0.490
H 1.024 0.184 1.453 0.218
H 1.335 -2.230 0.136 0.235

14
Properties=species:S:1:pos:R:3:nbo_charge:R:1 method="wB97M-V/def2-TZVPD" e_homo_ev=-9.0 de_lowest_ev=1.762 total_charge=0 smiles="CC1=CCOC1" gap_ev=10.0
O -1.715 -0.747 -0.365 -0.516
C 0.442 -0.004 -0.054 -0.003
C -0.428 -1.238 0.071 -0.113
C -1.721 0.634 0.066 -0.094
C -0.343 1.077 -0.140 -0.248
C 1.941 -0.020 -0.127 -0.640
H -0.243 -2.026 -0.654 0.195
H -2.499 1.245 -0.559 0.197
H 2.263 -0.273 -1.119 0.225
H 2.407 0.963 0.222 0.221
H -0.368 -1.775 1.051 0.179
H -2.009 0.797 1.246 0.163
H -0.021 2.106 -0.280 0.220
H 2.293 -0.739 0.641 0.215

132
Properties=species:S:1:pos:R:3:mulliken_charge:R:1 method="wB97M-V/def2-TZVPD" e_homo_ev=-9.2 total_charge=0 smiles="CCOC(C)=O.CCOC(C)=O.CCOC(C)=O.CCOC(C)=O.CCOC(C)=O.CCOC(C)=O.Fc1ccccc1.Fc1ccccc1.Fc1ccccc1.Fc1ccccc1" gap_ev=9.8
F 0.898 -4.078 -0.993 -0.461
F 2.136 -2.825 -9.174 -0.331
F 2.653 -1.967 7.336 -0.327
F -0.346 3.430 2.660 -0.172
O -1.188 -1.602 4.312 -0.240
O -2.581 -3.130 3.422 -0.611
O 1.086 4.089 -2.278 -0.626
O -4.525 -1.901 0.032 -0.397
O -3.165 2.425 4.051 -0.621
O -5.073 3.211 3.150 -0.346
O -4.147 -0.323 1.631 -0.343
O 3.779 -0.210 -1.950 -0.628
O 4.719 -1.875 -0.753 -0.299
O -1.100 0.958 -6.593 -0.379
O -0.847 0.179 -4.557 -0.335
O -0.188 2.696 -1.084 -0.023
C -0.317 -3.742 3.742 -1.049
C -1.096 -0.009 -5.704 0.650
C 2.132 -2.035 -8.150 0.369
C 2.502 -0.699 -8.216 -0.473
C 4.681 -3.505 4.748 -0.363
C 0.972 3.546 2.643 0.344
C 0.363 -0.291 0.350 -1.119
C 0.007 -0.608 -0.959 1.700
C -3.543 -2.203 -2.162 -1.170
C 1.021 3.229 -1.471 0.242
C 4.205 -0.666 -0.905 0.382
C 1.490 4.709 2.151 -0.612
C 0.421 2.734 -5.856 -0.722
C -1.447 -2.799 3.779 0.923
C -5.702 3.354 4.459 -0.185
C 1.942 -1.907 -5.765 -0.325
C -6.158 4.776 4.670 -1.217
C -1.401 -1.405 -6.338 -1.293
C 4.509 -4.146 -1.233 -0.958
C -2.506 2.212 -1.633 0.105
C -5.705 -2.114 2.051 -1.231
C -4.707 -1.333 1.231 0.538
C 0.638 -2.868 -0.507 -0.547
C 3.645 3.837 2.500 -0.716
C 4.037 -3.368 5.979 -0.866
C 2.307 -0.570 -5.846 -0.410
C 2.084 2.500 -0.776 0.444
C 4.591 -2.760 -1.863 -0.090
C 2.867 4.928 2.138 -0.506
C 1.050 -2.561 0.772 -0.544
C -3.115 -0.856 5.597 -1.497
C 4.153 0.135 0.404 -0.312
C 0.151 -1.916 -1.396 -0.912
C -0.995 2.353 -6.125 -0.320
C 2.602 0.034 -7.023 -0.433
C 2.991 -1.339 5.118 -0.692
C -1.336 3.218 -1.740 -0.314
C 3.108 2.610 2.994 -0.303
C 3.665 -1.525 3.941 0.469
C 0.838 -1.258 1.185 -0.790
C 3.244 -2.212 6.144 0.684
C -2.269 -0.624 4.364 1.000
C -3.339 2.721 1.674 0.104
C -3.799 2.783 3.107 0.591
C 4.512 -2.563 3.710 -0.487
C 1.941 -2.651 -6.931 -0.464
C 1.730 2.475 3.138 -0.303
C -3.400 -1.544 -0.783 1.320
H 3.482 -0.811 3.161 0.053
H -2.384 -1.400 -6.818 0.399
H 2.702 1.124 -7.089 0.451
H 3.970 -4.791 -1.911 0.367
H 1.963 1.411 -0.754 -0.389
H 4.711 3.894 2.354 0.382
H -0.339 -4.350 2.846 0.285
H 5.317 -4.363 4.618 0.393
H -0.015 -2.275 -2.404 0.568
H -0.739 -1.484 -7.152 0.343
H 5.515 -2.610 -2.503 0.309
H 3.268 5.883 1.863 0.423
H 0.316 0.709 0.703 0.638
H 5.070 -2.782 2.764 0.371
H -6.213 -1.552 2.820 0.302
H -2.270 2.814 1.561 0.202
H -5.065 -2.896 2.465 0.220
H 4.441 1.229 0.224 0.227
H -2.935 -1.558 -2.758 0.093
H -1.314 -2.232 -5.628 0.231
H 5.529 -4.395 -0.903 0.346
H 1.613 -3.719 -6.998 0.292
H 1.563 -2.334 -4.831 0.429
H 2.689 -0.269 -9.211 0.390
H -2.986 1.894 -0.722 -0.478
H 3.051 2.737 -1.247 0.425
H 1.297 1.655 3.662 0.634
H -6.296 4.937 5.722 0.368
H -7.118 4.957 4.209 0.303
H -1.445 2.882 -6.966 0.324
H -5.436 5.503 4.292 0.324
H 3.697 -2.462 -2.405 0.142
H -3.625 1.713 1.344 -0.435
H 2.347 -0.454 5.207 0.341
H 2.413 -0.117 -4.853 0.506
H -1.622 4.233 -1.482 0.369
H -2.242 1.326 -2.195 -0.101
H -3.458 -1.875 5.656 0.410
H 3.801 -4.031 -0.397 0.106
H -1.745 0.343 4.398 0.168
H 0.832 2.304 -4.945 0.101
H -2.865 -0.653 3.465 -0.419
H -3.314 2.616 -2.271 0.453
H 3.841 1.800 3.265 0.346
H -1.145 3.263 -2.811 0.131
H 0.882 5.506 1.772 0.477
H 4.851 -0.264 1.080 0.790
H -3.995 -0.224 5.564 0.292
H -3.144 -3.206 -2.072 0.347
H -3.349 -0.449 -0.876 -0.452
H -4.912 3.099 5.171 0.277
H -2.512 -1.903 -0.160 -0.135
H -6.412 -2.676 1.478 0.408
H -6.565 2.655 4.510 0.302
H 1.488 -3.182 1.475 1.154
H -3.975 3.312 0.999 0.371
H -1.679 2.418 -5.300 0.257
H -0.377 -4.388 4.609 0.436
H -4.618 -2.272 -2.392 0.374
H 4.230 -4.011 6.860 0.414
H 2.081 2.950 0.245 -0.297
H -0.208 0.215 -1.644 -0.382
H -2.638 -0.703 6.563 0.346
H 1.026 2.564 -6.756 0.190
H 0.652 -3.302 3.812 0.059
H 1.157 -1.003 2.152 0.781
H 0.360 3.820 -5.664 0.427
H 3.123 0.074 0.812 -0.286

108
Properties=species:S:1:pos:R:3:mulliken_charge:R:1 method="wB97M-V/def2-TZVPD" e_homo_ev=-9.3 de_lowest_ev=0.000 total_charge=0 smiles=COCCNCCOC.COCCNCCOC.CO.CO.CO.CO.CO.CO.CO.CO.CO.CO gap_ev=9.5
O -0.070 -2.426 2.542 -0.520
O 3.088 2.117 3.311 -0.707
O -0.920 1.323 -3.919 -0.229
O 3.871 -0.724 0.147 -0.431
O -0.172 6.381 4.798 -0.311
O -4.007 -3.898 -1.671 -0.469
O -3.396 0.278 -0.048 -0.286
O 4.493 -0.174 -2.416 -0.584
O 2.412 3.322 -1.239 -0.603
O 1.082 -0.887 0.400 -0.146
O 2.552 -4.302 -3.796 -0.547
O -0.720 -6.587 0.368 -0.526
O -1.159 1.755 3.483 -0.408
O -0.228 -1.316 -4.334 -0.385
N 1.062 2.956 5.197 -0.133
N -2.655 -0.720 -2.630 0.799
C 3.532 -0.870 -3.179 -0.355
C -4.419 1.235 -0.235 -0.969
C 2.603 2.251 1.999 -0.271
C 2.038 1.950 -1.187 0.082
C 0.058 -1.200 -0.562 0.685
C 0.410 7.673 4.778 -0.728
C 0.087 4.042 4.982 -0.472
C -3.629 -4.911 -0.799 -0.625
C -2.968 -3.004 -1.915 0.789
C -0.094 1.039 4.066 0.946
C 0.795 5.381 4.953 -0.423
C 0.386 1.672 5.346 -1.325
C -0.166 2.477 -4.136 -1.068
C -3.502 -1.900 -2.801 -0.972
C 1.439 -3.851 -3.079 0.033
C 0.436 -1.362 -5.587 -0.753
C 4.733 -0.545 1.238 -0.668
C -1.476 -2.452 2.565 -0.390
C -3.123 0.369 -3.504 -0.896
C -1.469 1.267 2.196 -0.039
C 0.043 -5.388 0.530 -0.003
C -2.218 1.571 -3.401 -0.660
H -0.308 8.374 4.351 0.257
H -0.870 -0.827 -0.115 -0.400
H 4.224 -0.096 2.093 0.186
H 3.578 -1.956 -3.047 0.235
H 3.329 3.389 -1.527 0.341
H -1.738 -0.963 -2.987 -0.524
H 2.325 2.241 3.938 0.365
H 1.454 5.405 4.077 0.287
H 0.788 -1.322 1.222 0.002
H -0.121 -7.323 0.225 0.287
H -2.136 -3.495 -2.443 0.165
H 0.974 -5.391 -0.037 0.315
H 2.213 1.281 1.663 -0.131
H 0.775 2.208 -4.619 0.304
H -3.323 -4.524 0.186 0.165
H -1.910 0.268 2.255 0.016
H 1.736 2.926 1.933 0.253
H 1.140 1.928 -0.565 0.091
H 0.289 -2.848 3.328 0.247
H 1.023 -2.940 -3.493 -0.310
H -3.424 -2.228 -3.841 0.362
H -0.346 3.913 3.990 0.163
H -2.564 -2.595 -0.979 -0.497
H 0.749 0.965 3.363 -0.429
H 0.223 -5.185 1.595 0.213
H 1.283 7.693 4.105 0.307
H -0.017 -2.286 -0.698 -0.168
H 1.724 1.597 -2.181 -0.071
H -3.233 0.076 -4.558 0.423
H 5.201 -1.474 1.589 0.268
H -0.737 4.047 5.707 0.255
H 3.360 2.623 1.318 0.497
H 3.157 -4.738 -3.193 0.336
H -2.206 1.932 1.751 0.226
H -2.621 2.395 -4.014 0.407
H 1.513 -1.502 -5.455 0.178
H 1.677 -3.651 -2.024 0.189
H 0.238 -0.743 -1.530 -0.186
H -1.893 -1.746 3.296 0.333
H -0.577 -4.542 0.216 -0.251
H 2.771 1.241 -0.814 0.176
H 2.504 -0.518 -2.997 -0.010
H 4.213 -0.369 -1.489 0.463
H 1.547 3.186 6.064 0.194
H 5.582 0.086 0.976 0.309
H -1.844 -2.113 1.601 -0.125
H -4.123 0.653 -3.167 0.523
H -2.214 1.955 -2.372 0.280
H 1.398 5.514 5.864 0.358
H 2.960 -0.845 0.479 0.380
H 1.144 0.940 5.675 0.419
H -2.771 -5.532 -1.100 0.258
H -0.290 -0.370 -4.046 0.173
H -4.038 2.164 -0.675 0.310
H 3.699 -0.671 -4.241 0.369
H 0.710 8.007 5.778 0.275
H -0.343 -0.023 4.232 0.117
H -5.171 0.812 -0.911 0.339
H -0.612 1.244 1.509 -0.044
H -3.134 -0.078 -0.941 0.293
H 0.054 -2.209 -6.147 0.288
H -4.530 -1.711 -2.498 0.464
H -0.330 1.639 6.178 0.522
H 0.097 2.990 -3.206 0.391
H -4.496 -5.560 -0.720 0.352
H -1.875 -3.427 2.847 0.412
H -4.883 1.458 0.720 0.317
H 0.305 -0.414 -6.113 0.311
H 0.673 -4.636 -3.022 0.393
H -0.679 3.158 -4.826 0.358

13
Properties=species:S:1:pos:R:3:nbo_charge:R:1 method="wB97M-V/def2-TZVPD" e_homo_ev=-10.0 de_lowest_ev=0.967 total_charge=0 smiles="C=O.O.O.O" gap_ev=10.4
O -2.306 5.395 2.065 -0.958
O -0.519 0.167 -0.125 -0.928
O 2.672 -6.541 2.095 -0.939
O 0.431 1.258 -3.159 -0.514
C 0.298 0.087 -2.889 0.285
H -0.180 -0.662 -3.638 0.087
H 3.468 -6.044 2.292 0.468
H -1.944 5.240 1.206 0.479
H 1.929 -5.896 2.211 0.471
H 0.709 -0.436 -2.018 0.136
H -0.201 0.968 0.228 0.469
H -2.982 6.045 2.131 0.480
H -1.374 0.420 -0.399 0.465

66
Properties=species:S:1:pos:R:3:nbo_charge:R:1 method="wB97M-V/def2-TZVPD" e_homo_ev=-8.0 de_lowest_ev=0.216 total_charge=0 smiles="CCC[C@]1(C(=O)OC)N[C@H](c2ccc(OC)c(OC)c2)[C@H]2C(=O)N(c3cccc(C(C)=O)c3)C(=O)[C@H]21" gap_ev=8.2
O 1.180 -1.219 1.658 -0.543
O -6.258 2.262 -0.457 -0.484
O 7.741 2.257 -0.590 -0.533
O -4.242 3.654 0.386 -0.495
O 1.416 -3.435 1.457 -0.575
O 2.946 -1.431 -0.842 -0.567
O 0.454 2.315 -0.152 -0.569
N 1.958 0.602 -0.428 -0.516
N -1.281 -1.705 0.289 -0.628
C -7.387 1.565 -0.918 -0.250
C -0.149 -3.590 -0.858 -0.384
C 3.124 1.282 0.008 0.201
C 5.468 1.748 -0.243 -0.164
C 0.693 1.172 -0.435 0.728
C -4.917 0.228 -0.560 -0.309
C -5.094 1.574 -0.296 0.246
C -2.782 1.711 0.383 -0.318
C -3.177 4.467 0.815 -0.253
C 0.957 -2.402 1.057 0.787
C 2.084 -1.238 2.756 -0.263
C -0.293 0.104 -0.846 -0.320
C -2.420 -4.605 -0.307 -0.607
C 6.787 1.592 -0.921 0.578
C 4.218 2.739 1.564 -0.212
C 1.967 -0.736 -0.790 0.734
C 3.072 2.091 1.138 -0.205
C 6.871 0.566 -2.021 -0.720
C -0.914 -4.665 -0.078 -0.404
C -1.253 -0.256 0.318 -0.033
C -3.683 -0.379 -0.364 -0.176
C 4.312 1.112 -0.686 -0.188
C -2.618 0.353 0.117 -0.062
C -3.997 2.334 0.174 0.343
C 0.541 -1.145 -1.098 -0.309
C 0.002 -2.242 -0.138 0.049
C 5.407 2.568 0.883 -0.146
H -2.649 -4.780 -1.356 0.199
H -2.819 4.169 1.807 0.174
H -2.819 -3.635 -0.028 0.206
H -0.869 0.431 -1.712 0.258
H 6.312 3.060 1.207 0.239
H 3.094 -1.444 2.397 0.203
H -0.828 0.136 1.259 0.196
H -7.224 1.148 -1.918 0.174
H 2.036 -0.252 3.211 0.197
H -7.673 0.760 -0.232 0.174
H -3.555 -1.425 -0.591 0.217
H -2.921 -5.370 0.282 0.208
H 0.861 -3.946 -1.069 0.228
H -1.596 -2.100 1.167 0.383
H -8.188 2.300 -0.963 0.201
H 0.489 -1.500 -2.128 0.257
H 6.515 -0.399 -1.669 0.236
H 4.324 0.482 -1.560 0.233
H 2.141 2.217 1.667 0.232
H -0.663 -3.418 -1.805 0.204
H -2.341 4.445 0.109 0.183
H 6.256 0.878 -2.863 0.232
H 7.903 0.478 -2.351 0.240
H -0.554 -5.643 -0.402 0.210
H -0.691 -4.581 0.985 0.208
H -5.736 -0.369 -0.928 0.218
H -3.581 5.476 0.867 0.200
H -1.931 2.273 0.734 0.234
H 1.795 -2.011 3.470 0.202
H 4.179 3.374 2.436 0.220